12
Properties=species:S:1:pos:R:3:forces:R:3 method="wB97M-V/def2-TZVPD" relative_energy_kcal_mol=133.1 smiles="C1=CN1.NN=C=O" homo_energy_ev=-8.465 lumo_energy_ev=0.9 orbital_gap_ev=9.39 total_energy_ev=-9704.81038 total_charge=0
C -0.35582 -1.99642 -0.39243 -0.36 0.92 -0.95
C -0.54045 -0.97761 -1.14801 0.03 -1.26 0.70
N -1.11824 -0.87960 0.22534 -0.52 0.41 0.75
H -0.05659 -2.97734 -0.12547 0.29 -0.37 0.11
H -0.49693 -0.37628 -2.01750 0.15 0.29 -0.46
H -2.13086 -1.06325 0.22758 0.29 -0.12 -0.27
N -0.01213 1.58118 1.28362 -0.79 0.23 0.43
N 1.16646 1.55656 0.57593 0.24 -0.10 0.28
C 1.59842 1.44111 -0.52550 0.01 0.16 0.99
O 2.25162 1.33830 -1.48611 0.32 -0.18 -1.34
H 0.23233 1.64242 2.26802 0.00 -0.03 -0.26
H -0.53781 0.71095 1.11453 0.34 0.05 0.02

***

12
Properties=species:S:1:pos:R:3:forces:R:3 method="wB97M-V/def2-TZVPD" relative_energy_kcal_mol=86.8 homo_energy_ev=-7.365 lumo_energy_ev=0.1 orbital_gap_ev=7.51 total_energy_ev=-9706.81923 total_charge=0
O -2.10030 1.00501 -0.34957 -0.90 0.24 -0.34
C -1.86036 -0.15726 0.24452 0.24 -0.29 0.05
C -0.35565 -0.30465 0.18667 0.05 0.39 -0.13
N 0.21117 0.74432 -0.44890 1.29 -0.97 -0.26
N 1.56959 0.47041 -0.47364 -0.12 -0.10 0.31
C 1.72505 -0.61945 0.28818 -0.03 -0.23 0.13
N 0.57987 -1.15725 0.64785 0.07 0.18 0.29
H -0.32675 1.17820 -1.21623 -0.34 0.34 0.70
H -2.31352 -1.07711 -0.21634 0.22 0.18 0.05
H -2.13035 -0.26989 1.33711 0.18 0.19 -0.37
H 2.30717 1.15160 -0.62733 -0.63 0.08 -0.14
H 2.69409 -0.96393 0.62767 -0.03 -0.01 -0.28

***

12
Properties=species:S:1:pos:R:3:forces:R:3 method="wB97M-V/def2-TZVPD" relative_energy_kcal_mol=87.1 homo_energy_ev=-9.739 lumo_energy_ev=0.3 orbital_gap_ev=10.02 total_energy_ev=-9706.80565 total_charge=0
O -2.27290 0.85246 -0.59479 -0.52 0.32 -0.13
C -1.55712 -0.15660 0.02502 -0.27 -1.81 -0.89
C -0.15578 0.15408 0.25851 -0.95 0.36 -0.51
N 0.47916 0.95898 -0.59767 -0.22 -0.69 0.45
N 1.70379 0.45091 -0.54181 0.75 0.37 1.34
C 1.77895 -0.44383 0.50676 1.59 -5.74 -3.57
N 0.56111 -0.77420 0.90605 0.05 2.16 0.28
H -1.68245 1.30268 -1.21831 -0.12 -0.14 0.21
H -1.40528 -1.10090 -0.65740 -0.80 1.36 0.87
H -2.00070 -0.54719 0.93976 -0.49 0.41 -0.10
H 2.46560 0.85774 -1.06880 -0.12 0.01 0.26
H 2.09136 -1.61875 0.08155 1.11 3.38 1.79

***

12
Properties=species:S:1:pos:R:3:forces:R:3 method="wB97M-V/def2-TZVPD" relative_energy_kcal_mol=21.2 smiles="Cc1nc(=O)[nH][nH]1" homo_energy_ev=-9.496 lumo_energy_ev=0.6 orbital_gap_ev=10.11 total_energy_ev=-9709.66625 total_charge=0
C -1.79480 -0.59818 0.01260 0.06 0.23 -0.49
C -0.34019 -0.30063 -0.06056 0.03 0.39 0.12
N 0.62097 -1.15303 -0.02372 0.27 -0.34 -0.04
C 1.82205 -0.41088 0.01497 0.49 -0.05 0.12
O 2.97536 -0.78253 -0.01087 -0.97 -0.01 -0.08
N 1.45812 0.94446 0.11838 0.31 0.87 -0.56
N 0.07070 1.01888 -0.13248 0.59 -0.41 -0.17
H -2.32734 -0.04716 -0.78213 0.12 -0.23 0.43
H -1.95677 -1.66159 -0.10254 -0.01 -0.13 -0.01
H -2.15701 -0.28735 0.98968 -0.20 0.05 0.05
H 2.03303 1.57706 -0.45852 -0.52 -0.47 0.50
H -0.40412 1.70094 0.43520 -0.17 0.07 0.15

***

12
Properties=species:S:1:pos:R:3:forces:R:3 method="wB97M-V/def2-TZVPD" relative_energy_kcal_mol=108.9 smiles=NNc1ccon1 homo_energy_ev=-8.652 lumo_energy_ev=1.0 orbital_gap_ev=9.67 total_energy_ev=-9705.85986 total_charge=0
N 0.94554 -0.04743 -2.16183 0.91 -4.95 -3.07
N 1.30894 -0.51624 -0.87241 2.40 1.15 -2.24
C 0.41329 -0.20672 0.07211 -4.18 0.25 0.18
C 0.37906 -0.12448 1.49125 2.89 -0.39 2.31
C -0.81466 0.38847 1.79141 -3.45 -0.43 -0.65
O -1.53350 0.46399 0.60363 -1.99 0.55 3.74
N -0.85875 0.00955 -0.40548 4.03 0.16 -0.49
H 0.32815 0.66476 -2.33868 -1.83 2.57 1.18
H 0.46307 -0.84008 -2.66235 0.93 0.93 0.69
H 2.22703 -0.06653 -0.90758 -0.18 -0.70 1.82
H 1.12508 -0.40569 2.33990 -1.16 0.63 -2.20
H -1.51155 0.47080 2.68909 1.63 0.22 -1.28

***

12
Properties=species:S:1:pos:R:3:forces:R:3 method="wB97M-V/def2-TZVPD" relative_energy_kcal_mol=45.5 smiles="[H]/N=C/N(C=O)/C=N/[H]" homo_energy_ev=-9.950 lumo_energy_ev=0.7 orbital_gap_ev=10.65 total_energy_ev=-9708.60893 total_charge=0
H 2.00785 -2.48986 0.43830 -1.57 1.65 -0.88
N 1.13270 -1.95097 0.10552 1.04 -0.21 1.05
C 1.14785 -0.70200 0.37527 2.11 -3.16 0.44
N 0.09401 0.13902 0.22951 -0.20 1.11 -0.64
C 0.49183 1.46708 0.29555 -0.64 2.59 0.00
O -0.17408 2.41383 -0.09996 0.90 -1.46 0.61
C -1.19229 -0.14495 -0.26579 -0.83 0.00 -0.33
N -1.57671 -1.29254 -0.68882 -1.05 2.10 0.41
H -2.58375 -1.07943 -0.91753 1.07 -0.83 0.02
H 2.03628 -0.17293 0.76504 -0.36 -0.31 -0.02
H 1.50096 1.63844 0.79455 -1.04 -0.37 -0.59
H -1.80300 0.80373 -0.23434 0.58 -1.12 -0.06

***

12
Properties=species:S:1:pos:R:3:forces:R:3 method="wB97M-V/def2-TZVPD" relative_energy_kcal_mol=62.0 homo_energy_ev=-9.771 lumo_energy_ev=0.8 orbital_gap_ev=10.55 total_energy_ev=-9707.89684 total_charge=0
C 1.52720 -0.74512 0.11025 1.36 -0.02 -1.98
C 0.13062 -0.41307 -0.07081 0.55 1.65 -1.77
C -1.90936 -0.29596 0.01324 0.12 0.90 0.97
H 1.71025 1.39607 0.01737 0.83 -3.30 0.23
H 1.52914 -1.38054 1.06966 1.00 1.11 -1.24
H 1.87495 -1.29842 -0.85078 -0.28 0.22 2.04
H -2.90679 -0.53927 0.17778 -1.64 -0.10 0.02
H -1.83543 1.85924 -0.08520 0.39 -1.85 0.74
N -0.97309 -1.17275 -0.10442 0.53 -1.26 0.70
N -1.37367 0.94130 0.18037 -2.55 2.58 -2.79
N -0.08846 0.88343 -0.19266 -0.14 -0.33 2.28
O 2.27294 0.51550 0.02150 -0.17 0.41 0.81

***

12
Properties=species:S:1:pos:R:3:forces:R:3 method="wB97M-V/def2-TZVPD" relative_energy_kcal_mol=102.7 smiles=Cc1nncn1O homo_energy_ev=-9.517 lumo_energy_ev=-0.1 orbital_gap_ev=9.45 total_energy_ev=-9706.12933 total_charge=0
C -1.98191 -0.74945 -0.06986 2.84 -0.06 1.11
C -0.45488 -0.50998 0.04914 -3.56 -3.00 1.14
N 0.44316 -1.46784 0.06972 -0.25 1.04 -1.98
N 1.63387 -0.81490 -0.16294 0.92 1.19 2.58
C 1.42804 0.48299 0.09423 2.87 -1.72 -2.07
N 0.10758 0.66222 0.19107 0.56 2.64 -0.42
O -0.42983 1.86544 -0.19709 -3.68 1.46 4.36
H -2.55256 -0.41259 0.75954 -0.19 0.12 1.36
H -2.31733 -0.08243 -0.81194 -0.62 -0.06 -1.80
H -2.04079 -1.83191 -0.13016 -0.60 0.15 -0.74
H 2.23320 1.24856 -0.05217 -1.36 -0.69 0.36
H -1.12363 2.15722 0.68551 3.05 -1.09 -3.91

***

12
Properties=species:S:1:pos:R:3:forces:R:3 method="wB97M-V/def2-TZVPD" relative_energy_kcal_mol=93.3 homo_energy_ev=-7.608 lumo_energy_ev=0.2 orbital_gap_ev=7.79 total_energy_ev=-9706.53749 total_charge=0
N -1.83942 -0.51551 0.74639 0.06 -0.13 -0.14
C -0.59564 -0.22267 0.22111 0.33 -0.04 -0.02
N 0.48296 -0.87848 0.30152 -0.34 0.28 -0.06
C 1.51449 -0.01856 -0.21288 0.09 0.27 -0.18
O 2.75837 -0.57059 -0.24791 -0.14 -0.07 0.12
C 1.19400 1.22785 -0.63614 -0.15 -0.50 0.13
N -0.34743 1.10088 -0.39023 -0.10 0.06 0.03
H -1.86930 -1.45755 1.11808 -0.01 0.13 -0.01
H -2.63158 -0.33025 0.14418 0.10 0.03 0.05
H 2.67642 -1.46898 0.09410 0.06 0.10 -0.01
H -0.75088 1.18021 -1.32631 -0.04 -0.02 0.11
H -0.71149 1.87464 0.16796 0.13 -0.12 -0.01

***

12
Properties=species:S:1:pos:R:3:forces:R:3 method="wB97M-V/def2-TZVPD" relative_energy_kcal_mol=58.5 homo_energy_ev=-7.493 lumo_energy_ev=0.9 orbital_gap_ev=8.39 total_energy_ev=-9708.04591 total_charge=0
N 1.97583 -0.12137 0.03796 0.24 -0.17 0.60
C 0.59797 -0.08080 -0.00321 0.23 0.51 -0.23
C -0.19674 0.98822 0.20135 1.03 0.73 -1.17
N -1.44668 0.73937 -0.49679 -0.30 -0.17 -0.01
C -1.45661 -0.59842 -0.05354 0.56 0.50 1.91
O -2.01414 -0.86542 0.97419 -1.70 -1.99 -0.68
N -0.19851 -1.17547 -0.43172 -0.08 0.18 -0.66
H 2.46395 -0.80874 -0.51016 -0.22 -0.05 -0.01
H 2.41238 0.78909 0.02428 -0.06 -0.23 -0.11
H 0.07734 1.98197 0.47726 0.29 0.39 -0.21
H -2.25476 1.23338 -0.13135 0.18 -0.27 0.33
H -0.00166 -2.11332 -0.08446 -0.17 0.57 0.26

***

14
Properties=species:S:1:pos:R:3:forces:R:3 method="wB97M-V/def2-TZVPD" relative_energy_kcal_mol=81.6 homo_energy_ev=-10.115 lumo_energy_ev=-0.7 orbital_gap_ev=9.39 total_energy_ev=-22587.68706 total_charge=0
C 0.31823 -0.14955 -0.85630 0.15 -0.30 -0.78
C 1.32938 0.40736 -0.19658 -3.72 0.58 0.41
C -1.15619 0.15795 -0.74172 -0.91 0.89 -2.90
N -2.12646 -0.33012 -0.11916 -0.11 -1.75 3.07
N 0.09911 1.38748 2.22090 0.25 -2.43 1.02
N 0.54387 0.23753 2.43077 -0.15 1.16 -0.19
O 1.86789 2.58034 1.18232 -1.05 -0.22 -0.69
O -0.27914 2.45520 -0.16665 0.70 -0.28 1.49
S 0.71025 1.84630 0.69710 2.45 1.73 -1.42
H 0.59498 -0.77961 -1.72068 -0.44 -0.24 0.71
H 2.30863 0.06991 -0.26824 1.72 0.10 0.11
H -1.61701 0.82852 -1.55435 1.57 -0.65 0.74
H -1.93598 -0.98999 0.71911 0.22 1.12 -1.83
H 0.46694 -0.02757 3.41547 -0.68 0.29 0.24

***

14
Properties=species:S:1:pos:R:3:forces:R:3 method="wB97M-V/def2-TZVPD" relative_energy_kcal_mol=42.9 homo_energy_ev="-7.971 / -7.971" lumo_energy_ev="-1.2 / -1.2" orbital_gap_ev="6.77 / 6.77" total_energy_ev=-22589.36784 total_charge=0
C -0.18733 1.38970 -0.53319 0.28 1.52 -1.44
C -1.39161 1.04660 -0.04050 0.13 0.81 -0.18
C 1.47330 -0.03435 0.37022 -0.59 0.40 -1.11
N 1.06534 0.77420 -0.55463 -1.07 0.37 0.74
N -2.46341 1.31843 0.46529 0.18 0.28 1.57
N 2.59468 -0.72837 0.11035 2.72 0.05 0.03
O -1.45204 -2.07655 -1.45811 0.56 1.44 1.53
O -2.13445 -1.76565 0.86382 0.42 0.60 -0.23
S -1.23785 -1.35274 -0.19666 -0.75 -2.74 -1.39
H -0.31783 2.32567 -1.22018 0.43 -2.02 0.90
H 1.00045 -0.26760 1.31114 -0.41 0.11 0.31
H -3.28651 0.75233 0.58778 -0.15 -0.30 -0.85
H 3.20389 -0.25508 -0.60551 -1.00 -0.95 0.91
H 3.13337 -1.12658 0.90017 -0.74 0.46 -0.81